Molecular formula: C2H4N2OS2
Method: DFT, ωB97M-V/def2-TZVPD

* HOMO-LUMO gap: 8.131 eV
* HOMO: -9.64 eV
* lowest unoccupied orbital energy: -1.5098 eV
* max |F|: 5.80 eV/Å
* structure (SMILES): [H]/N=C(\C)N=S(=O)=S
* energy above the lowest of the compared OMol25 structures with the same formula, charge and spin: 323.2 kJ/mol

Positions of all 11 atoms, in Å:
H: -1.203 1.496 1.347
N: -0.274 0.947 1.035
C: -0.368 0.036 0.199
C: -1.583 -0.628 -0.325
N: 0.773 -0.449 -0.274
S: 2.138 0.240 -0.163
O: 2.298 1.652 -0.473
S: 3.563 -0.999 -0.033
H: -2.385 0.075 -0.386
H: -1.795 -1.386 0.281
H: -1.164 -0.983 -1.209